C23H66O16S10 | the ωB97M-V functional and the def2-TZVPD basis

Last column: Mulliken charge in e.
Atoms and positions in Å:
O  2.7688  4.7864  1.7820  -0.7182
S  2.4253  3.6082  1.0872  1.1030
O  2.0048  3.7867  -0.2548  -0.5340
O  3.6376  2.6401  1.1058  -0.2951
C  3.9891  1.7979  -0.0066  0.3674
C  4.5827  0.5130  0.5281  -0.9665
C  1.1464  2.6598  1.9653  -0.4447
H  4.6812  2.3933  -0.6043  0.3450
H  3.1057  1.4817  -0.5205  -0.1581
H  4.6609  -0.2491  -0.2713  0.3355
H  3.7603  0.1140  1.1438  -0.0524
H  5.5309  0.6982  0.9819  0.4538
H  1.5311  2.4946  2.9895  0.2254
H  1.1615  1.7356  1.4222  -0.3912
H  0.2705  3.2483  1.9059  0.5469
O  0.2462  -4.8345  2.1059  -0.7357
S  0.3836  -5.0514  0.6556  1.3249
O  -0.2856  -4.1420  -0.1844  -0.2873
O  1.8946  -5.1268  0.2973  -0.3664
C  2.2697  -4.4151  -0.8806  -0.2042
C  3.3095  -3.3748  -0.5550  -0.5602
C  -0.3527  -6.6457  0.3922  -1.0542
H  1.4133  -3.9909  -1.3238  0.1399
H  2.7269  -5.1285  -1.5717  0.3078
H  4.3234  -3.7067  -0.2059  0.3937
H  2.9483  -2.8740  0.3859  0.1032
H  3.3643  -2.6106  -1.3648  0.0522
H  0.3011  -7.4504  0.6863  0.3882
H  -0.7184  -6.6300  -0.6585  0.3107
H  -1.2840  -6.5923  1.0118  0.3141
O  -2.9331  2.0054  1.2076  -0.5670
S  -3.4965  2.7858  0.1234  1.1910
O  -2.7915  2.7801  -1.1475  -0.5213
O  -5.0397  2.3526  -0.2566  -0.3791
C  -5.1408  0.9225  -0.1398  0.1994
C  -6.4063  0.6118  -0.8474  -1.0584
C  -3.7253  4.4848  0.6898  -1.1529
H  -5.0160  0.6303  0.9100  0.4675
H  -4.3295  0.4709  -0.6284  -0.1376
H  -6.5317  -0.4614  -0.7566  0.3084
H  -6.3457  0.9490  -1.8985  0.1549
H  -7.2103  1.1977  -0.2953  0.3321
H  -4.3193  4.4044  1.5982  0.3868
H  -4.2008  5.1298  -0.0328  0.3400
H  -2.6731  4.7573  0.9047  0.3450
C  1.9764  -1.3699  5.9701  -0.8181
S  1.7472  0.3742  5.8591  0.5549
O  1.7686  0.7171  4.4090  -0.4246
C  0.0597  0.4903  6.2770  -1.0873
H  2.3184  -1.6225  4.9176  0.1467
H  1.0249  -1.8747  6.1048  0.3428
H  2.7258  -1.6661  6.6843  0.3918
H  -0.4819  -0.2560  5.7291  0.2577
H  -0.2742  1.5690  6.1058  0.2942
H  -0.0332  0.2982  7.3310  0.4373
C  0.1886  -1.3247  -5.0940  -1.3246
S  0.3823  -0.7591  -3.3111  1.1309
O  -0.0491  -1.9360  -2.5212  -0.7616
C  2.1792  -0.6049  -3.3441  -0.7314
H  0.5067  -2.3494  -5.1559  0.4142
H  0.8153  -0.7254  -5.7391  0.3884
H  -0.8665  -1.2477  -5.3270  0.2997
H  2.6626  -1.6427  -3.5479  0.3630
H  2.3756  -0.1473  -2.3432  -0.3431
H  2.4434  0.0873  -4.1378  0.5169
C  4.7863  1.6961  3.9869  -0.4387
S  5.5801  1.0725  5.3473  0.2915
O  4.5556  0.0822  5.8699  -0.5373
C  6.8519  0.0927  4.4693  -0.9249
H  5.4788  2.3558  3.4343  0.5581
H  3.9414  2.3439  4.4589  0.1519
H  4.3788  0.8404  3.4460  -0.0668
H  7.3486  -0.5137  5.1905  0.3675
H  7.5229  0.7213  3.9336  0.3873
H  6.3158  -0.6018  3.6901  0.2026
C  -5.1138  -4.1082  -0.5003  -0.9787
S  -3.3521  -4.4140  -0.5130  0.6796
O  -3.2747  -5.7625  -1.1745  -0.6854
C  -3.1233  -3.0575  -1.6316  -0.1704
H  -5.4958  -4.6054  0.3393  0.4235
H  -5.4731  -4.3792  -1.4833  0.3380
H  -5.3648  -3.0683  -0.3574  0.1499
H  -3.7313  -3.1647  -2.5341  0.4777
H  -2.0348  -2.8806  -1.8304  -0.0964
H  -3.4906  -2.2086  -1.0792  -0.0918
C  -3.0570  0.5084  -4.2249  -0.4179
S  -4.7926  1.0182  -4.7006  0.3765
O  -5.6025  0.0520  -3.9810  -0.5720
C  -4.9032  2.6610  -3.9104  -0.5593
H  -3.0319  -0.6218  -4.2989  0.1832
H  -2.9203  0.7525  -3.1817  -0.1659
H  -2.2567  1.0134  -4.7743  0.4445
H  -4.6102  2.5123  -2.8450  -0.1094
H  -5.9461  3.0711  -3.8468  0.4031
H  -4.1829  3.2647  -4.4912  0.3723
C  -0.2201  4.4426  -2.6939  -0.7385
S  0.7905  2.9195  -2.9788  1.0209
O  0.4032  2.3422  -4.3544  -0.7341
C  2.4257  3.7303  -3.1907  -1.2099
H  0.4704  5.1109  -2.1211  0.3468
H  -1.0661  4.1376  -2.1434  -0.0970
H  -0.3398  4.8747  -3.6853  0.4217
H  2.7641  4.1232  -2.2621  0.3242
H  2.4324  4.5493  -3.9126  0.4127
H  3.1266  3.0024  -3.5701  0.3215
C  -0.9530  0.0987  -0.3871  0.3801
S  0.3704  -0.7863  0.3365  0.8149
O  1.6232  -0.0155  0.0564  -0.3113
C  -0.0114  -0.5697  2.0374  -1.4859
H  -1.8811  -0.3958  0.0476  0.1075
H  -0.9533  -0.0475  -1.4453  -0.9425
H  -0.8800  1.1149  -0.0413  0.1015
H  0.8638  -0.8501  2.5362  0.6101
H  -0.9591  -1.1073  2.2907  0.4981
H  -0.1161  0.4877  2.3319  0.2666

Its molar mass is 919.4 Da. For the energy above the lowest of the compared OMol25 structures with the same formula, charge and spin, the calculation gives 60.90 kcal per mole. The spin multiplicity is 1. For the LUMO energy, the calculation gives 0.00391 Eh.

***

C4H16AlN8O4 | the ωB97M-V functional and the def2-TZVPD basis

Last column: Mulliken charge in e.
Atoms and positions in Å:
Al  21.4257  26.4968  2.7003  1.3271
C  23.4112  29.8478  1.4688  0.6676
O  22.5733  28.9761  1.8860  -0.4496
N  23.2974  30.6085  0.4215  -0.3326
N  24.4871  30.1511  2.2228  -0.3744
H  23.7821  31.4745  0.2533  0.2372
H  22.5873  30.2637  -0.2150  0.2667
H  24.5998  29.6700  3.1036  0.2333
H  25.2257  30.7897  1.9711  0.2091
C  19.0996  26.2820  -0.6120  0.6171
O  20.1444  26.3686  0.0709  -0.3852
N  17.8913  26.2717  -0.0173  -0.1977
N  19.0276  26.3206  -1.9626  -0.3649
H  17.0700  26.3125  -0.5948  0.2103
H  17.9028  26.1565  0.9879  0.1213
H  18.0656  26.2570  -2.2486  0.2063
H  19.6433  26.8899  -2.5234  0.2818
C  17.8242  25.5385  3.7220  0.7160
O  18.6258  25.9751  2.8288  -0.5886
N  18.1104  24.4576  4.4163  -0.3753
N  16.7243  26.1530  4.1669  -0.2889
H  18.9602  24.0101  4.1056  0.2196
H  17.5528  24.0561  5.1521  0.1997
H  16.4149  27.0774  3.9105  0.1558
H  16.0886  25.8114  4.8721  0.2272
C  19.0119  29.7309  2.1522  0.6862
O  19.8493  28.8028  1.9977  -0.2982
N  19.3778  31.0111  2.0748  -0.3528
N  17.6897  29.5311  2.1807  -0.3315
H  18.6667  31.7195  2.1522  0.1926
H  20.3602  31.1990  1.9695  0.1693
H  17.1038  30.3349  2.3440  0.2141
H  17.2420  28.6331  2.1443  0.1811

Its molar mass is 267.2 Da. For the energy above the lowest of the compared OMol25 structures with the same formula, charge and spin, the calculation gives 48.15 kcal per mole. The spin multiplicity is 1. Its total charge is +3. For the LUMO energy, the calculation gives -0.58652 Eh.

***

C53H49LuN3OPTe | the ωB97M-V functional and the def2-TZVPD basis

Last column: Mulliken charge in e.
Atoms and positions in Å:
Lu  0.6981  1.5689  1.2188  0.5569
C  8.1701  0.0937  1.5019  -0.5019
C  7.3124  -0.7159  0.7698  -0.7182
C  5.9392  -0.5239  0.8540  -0.4561
C  5.4108  0.4907  1.6546  1.0056
C  6.2784  1.2864  2.4020  -0.4372
C  7.6504  1.0849  2.3252  -0.8801
P  3.5997  0.7535  1.5523  0.7354
C  3.5347  1.9989  0.1560  1.0138
C  2.6695  1.7475  -0.9171  -0.8799
C  2.6790  2.5615  -2.0507  -0.6062
C  3.5701  3.6123  -2.1372  -0.6267
C  4.4533  3.8593  -1.0846  -0.7025
C  4.4273  3.0700  0.0517  -0.6906
C  3.1075  1.7470  3.0252  0.5467
C  3.6763  1.5136  4.2755  -0.6754
C  3.1282  2.1168  5.4012  -0.6838
C  2.0171  2.9373  5.2725  -0.8234
C  1.4468  3.1377  4.0199  -0.0346
C  1.9592  2.5504  2.8537  -0.3017
H  9.2426  -0.0467  1.4339  0.3906
H  7.7129  -1.5015  0.1379  0.4086
H  5.2662  -1.1651  0.2913  0.3679
H  5.8877  2.0659  3.0422  0.5246
H  8.3141  1.7080  2.9126  0.4045
H  2.0579  0.8457  -0.9239  0.6353
H  2.0114  2.3487  -2.8781  0.5369
H  3.5927  4.2342  -3.0256  0.4186
H  5.1721  4.6682  -1.1605  0.4064
H  5.1230  3.2705  0.8566  0.3602
H  4.5268  0.8510  4.3850  0.5292
H  3.5646  1.9352  6.3770  0.4056
H  1.5784  3.3997  6.1520  0.3940
H  0.5768  3.7866  3.9537  0.4061
C  -3.8833  1.5339  1.7555  -0.7468
C  -4.3142  2.6294  1.0353  -0.6568
C  -3.3782  3.5245  0.5411  -1.0941
C  -2.0376  3.2908  0.7728  0.9317
N  -1.6197  2.1791  1.3960  -0.0572
C  -2.5257  1.3296  1.8847  -0.2827
C  -0.9828  4.2738  0.4036  0.5471
C  -1.2835  5.6163  0.2533  -1.0252
C  -0.2586  6.5185  0.0175  -0.6552
C  1.0381  6.0481  -0.0413  -1.1595
C  1.2533  4.6936  0.1326  -0.2685
N  0.2711  3.8171  0.3359  0.1011
H  -4.5799  0.8326  2.1880  0.5611
H  -5.3723  2.7898  0.8609  0.4478
H  -3.6935  4.3973  -0.0160  0.4333
H  -2.1340  0.4660  2.4017  0.4866
H  -2.3033  5.9613  0.3580  0.3837
H  -0.4713  7.5764  -0.0928  0.4398
H  1.8778  6.7134  -0.2002  0.5009
H  2.2564  4.2917  0.1270  0.7803
C  -7.0368  -1.2096  0.6860  -1.6611
C  -5.6148  -1.1999  0.1818  0.4120
C  -5.2714  -0.5518  -0.9986  -0.8392
C  -3.9608  -0.5223  -1.4746  0.7443
C  -3.6921  0.1955  -2.7832  -1.8571
C  -2.9605  -1.1806  -0.7308  0.8016
Te  -1.0337  -1.2576  -1.6231  0.2170
N  0.0643  -0.3894  0.2139  0.0352
C  0.5554  -0.8868  1.3235  1.5373
O  0.6070  -0.0741  2.3683  -0.7778
C  1.1412  -2.2476  1.5433  0.2575
C  1.2930  -3.1916  0.5323  -0.4600
C  1.7993  -4.4512  0.8146  -1.0089
C  2.1829  -4.7740  2.1096  -0.4981
C  2.0812  -3.8232  3.1164  -0.8533
C  1.5637  -2.5661  2.8346  -0.3738
C  -1.7197  -2.7231  -3.1090  0.0688
C  -2.4503  -3.8730  -2.7975  1.1001
C  -2.6756  -4.3455  -1.3791  -1.3513
C  -2.9849  -4.6272  -3.8426  -0.9590
C  -2.7811  -4.2903  -5.1726  0.5490
C  -3.3719  -5.1123  -6.2911  -1.5687
C  -1.9872  -3.1811  -5.4559  -0.8412
C  -1.4326  -2.3956  -4.4521  0.8028
C  -0.5588  -1.2241  -4.8639  -1.6117
C  -3.2791  -1.8337  0.4697  1.3226
C  -2.2797  -2.5868  1.3150  -1.2424
C  -4.6042  -1.8229  0.9014  -0.9518
H  -7.6979  -0.6554  0.0200  0.4000
H  -7.1010  -0.7633  1.6830  0.3473
H  -7.4146  -2.2307  0.7684  0.3443
H  -6.0483  -0.0661  -1.5857  0.3541
H  -4.5804  0.7404  -3.1081  0.4728
H  -3.4270  -0.5135  -3.5752  0.2593
H  -2.8692  0.9057  -2.6863  0.2732
H  1.0376  -2.9464  -0.4833  0.5657
H  1.9020  -5.1798  0.0201  0.4674
H  2.5689  -5.7626  2.3321  0.4273
H  2.4028  -4.0604  4.1235  0.4585
H  1.4771  -1.8174  3.6109  0.4907
H  -1.8238  -4.1002  -0.7441  -0.0175
H  -2.8156  -5.4271  -1.3571  0.5517
H  -3.5691  -3.8863  -0.9462  0.2761
H  -3.5691  -5.5130  -3.6009  0.3647
H  -3.9241  -5.9693  -5.9055  0.3490
H  -2.5896  -5.4805  -6.9582  0.3618
H  -4.0559  -4.5092  -6.8929  0.3320
H  -1.7859  -2.9246  -6.4948  0.4090
H  -0.3122  -1.2950  -5.9236  0.4418
H  0.3789  -1.2027  -4.3088  0.2707
H  -1.0644  -0.2683  -4.7005  0.2841
H  -1.3531  -2.7765  0.7851  -0.5638
H  -2.6942  -3.5479  1.6262  0.5501
H  -2.0291  -2.0333  2.2265  0.4270
H  -4.8500  -2.3446  1.8264  0.4139

Its expectation value of S² is 0.760. Its molar mass is 1077.5 Da. The spin multiplicity is 2. Its total charge is +1. For the LUMO energy (spin up / spin down), the calculation gives -0.10863 / -0.12872 Eh.

***

C10H16S | the ωB97M-V functional and the def2-TZVPD basis

Last column: Mulliken charge in e.
Atoms and positions in Å:
C  -1.4435  1.7516  -0.7830  -1.2837
C  -1.7728  0.6504  0.1724  0.5051
C  -3.0597  0.4595  0.6636  -0.3817
C  -3.3956  -0.6493  1.4279  -0.5687
C  -2.4483  -1.6231  1.6660  -0.4607
C  -1.1425  -1.4158  1.2279  -0.6004
C  -0.7957  -0.2889  0.5151  0.3846
H  -0.8630  2.5531  -0.3324  0.2758
H  -2.3236  2.2465  -1.1819  0.3934
H  -0.8750  1.3875  -1.6364  0.2519
H  -3.7785  1.2352  0.4481  0.3412
H  -4.3987  -0.7317  1.8370  0.3561
H  -2.6641  -2.4874  2.2760  0.3675
H  -0.3488  -2.1203  1.4556  0.3437
H  0.1944  -0.0159  0.1890  -0.0182
C  2.1529  -1.7212  -0.9913  -1.1300
C  2.2925  -0.3323  -1.5743  0.1140
S  3.6465  0.6200  -0.8082  -0.1036
C  2.7683  1.6418  0.3985  -0.6936
H  1.2977  -2.2570  -1.4215  0.3324
H  2.0801  -1.9776  0.0689  0.3050
H  2.9807  -2.3423  -1.3401  0.3913
H  2.6328  -0.4801  -2.5911  0.3520
H  1.3883  0.2673  -1.5561  -0.2416
H  3.5532  2.2380  0.8427  0.3354
H  2.0923  2.3424  -0.1056  0.1952
H  2.2300  1.0497  1.1332  0.2377

Its molar mass is 168.3 Da. For the energy above the lowest of the compared OMol25 structures with the same formula, charge and spin, the calculation gives 9.80 kcal per mole. The spin multiplicity is 1. As for the structure (SMILES): Cc1ccccc1.CCSC. For the LUMO energy, the calculation gives 0.03281 Eh.